{
  "formula": "C13H25O15Tl",
  "method": "the ωB97M-V functional and the def2-TZVPD basis",
  "elements": ["Tl", "O", "O", "O", "O", "O", "O", "O", "O", "O", "O", "O", "O", "O", "O", "O", "C", "C", "C", "C", "C", "C", "C", "C", "C", "C", "C", "C", "C", "H", "H", "H", "H", "H", "H", "H", "H", "H", "H", "H", "H", "H", "H", "H", "H", "H", "H", "H", "H", "H", "H", "H", "H", "H"],
  "xyz": [[2.12, -2.51, 0.40], [-1.06, -4.71, -0.80], [1.31, -0.87, 1.69], [0.67, 1.17, 4.51], [0.24, -1.07, -0.08], [0.18, -2.77, -0.71], [-1.09, 2.46, -3.04], [0.77, -1.00, -3.03], [2.94, -0.99, -3.38], [2.19, -1.26, -1.15], [0.03, 0.80, 1.08], [0.86, 2.92, 3.10], [-1.34, 2.28, -0.78], [-2.13, -2.74, -0.78], [-0.97, 1.63, 3.27], [-1.53, 4.31, -1.71], [-1.31, 2.98, -1.93], [-0.88, -3.35, -0.80], [1.98, -1.11, -2.37], [-1.62, 2.30, 2.15], [4.31, -1.27, -3.10], [0.08, -5.52, -0.52], [0.19, 2.07, 3.64], [-1.17, 0.87, -0.73], [-0.51, -0.93, -2.47], [-2.25, -1.33, -0.57], [-2.05, 4.80, -0.50], [1.91, 1.49, 5.24], [0.52, -0.41, 0.87], [-1.27, 0.44, 0.26], [0.06, -5.78, 0.54], [-0.19, 0.47, -1.01], [-3.31, -1.11, -0.42], [4.80, -0.55, -2.44], [-1.82, -0.70, -1.35], [-2.53, 1.73, 1.98], [-1.86, 3.35, 2.31], [-1.02, 2.27, 1.25], [2.16, 0.59, 5.80], [-1.39, 4.75, 0.37], [-2.22, 5.87, -0.55], [-0.71, -1.98, -2.26], [-1.93, 0.39, -1.35], [-0.63, -0.46, -1.49], [-2.98, 4.27, -0.26], [1.02, -4.97, -0.58], [4.93, -1.29, -3.99], [-1.28, -0.63, -3.19], [-1.77, -1.06, 0.37], [0.14, -6.51, -0.98], [4.36, -2.27, -2.68], [2.73, 1.62, 4.54], [0.56, 0.90, 1.87], [1.75, 2.42, 5.77]],
  "de_lowest_kcal_mol": 294.0,
  "homo_ev": -15.71,
  "gap_ev": 3.0,
  "total_charge": 2,
  "energy_ha": -1810.206507
}

***

{
  "formula": "C40H68N10",
  "method": "the ωB97M-V functional and the def2-TZVPD basis",
  "elements": ["N", "N", "N", "N", "N", "N", "N", "N", "N", "N", "C", "C", "C", "C", "C", "C", "C", "C", "C", "C", "C", "C", "C", "C", "C", "C", "C", "C", "C", "C", "C", "C", "C", "C", "C", "C", "C", "C", "C", "C", "C", "C", "C", "C", "C", "C", "C", "C", "C", "C", "H", "H", "H", "H", "H", "H", "H", "H", "H", "H", "H", "H", "H", "H", "H", "H", "H", "H", "H", "H", "H", "H", "H", "H", "H", "H", "H", "H", "H", "H", "H", "H", "H", "H", "H", "H", "H", "H", "H", "H", "H", "H", "H", "H", "H", "H", "H", "H", "H", "H", "H", "H", "H", "H", "H", "H", "H", "H", "H", "H", "H", "H", "H", "H", "H", "H", "H", "H"],
  "xyz": [[-3.61, 8.50, -1.97], [-6.44, -1.39, -2.28], [-3.51, -1.50, 3.17], [2.57, 3.36, 4.79], [0.48, -0.57, 4.11], [6.53, -7.31, -1.03], [1.47, -2.59, -6.29], [0.87, -3.73, 3.10], [0.82, 2.72, -3.83], [3.08, -2.07, 0.73], [6.19, -6.47, -1.70], [-2.43, 3.64, -2.08], [-2.98, 6.07, -2.70], [4.41, -4.75, 2.96], [-1.30, -1.35, 5.76], [1.08, 4.79, -5.40], [-1.67, -2.36, -4.16], [6.04, -3.61, -0.64], [6.14, -3.88, -2.16], [2.09, -1.48, 0.63], [3.41, -3.81, 3.74], [2.15, 5.89, -4.94], [-2.78, 5.01, -1.57], [-1.07, -0.69, 7.10], [3.54, 5.41, -4.64], [-1.24, -1.03, -4.76], [0.85, 0.16, -0.64], [-1.27, 2.78, 1.94], [-2.36, -2.72, 1.69], [-5.98, -1.21, -1.23], [-4.80, 0.43, 0.38], [0.28, -0.73, -4.85], [-0.07, 2.46, 2.70], [1.98, -3.81, 3.41], [-2.41, -1.51, 2.33], [-0.28, -0.88, 4.83], [-5.34, -0.96, 0.10], [1.18, 3.39, 2.58], [0.97, 3.61, -4.54], [0.85, -0.79, 0.55], [-3.43, -3.42, 2.17], [1.96, 3.33, 3.81], [-0.56, 0.25, -1.26], [3.85, -5.61, 1.80], [0.93, -1.79, -5.69], [-5.89, 1.41, 0.11], [5.72, -5.35, -2.55], [-3.29, 7.46, -2.33], [-0.86, 0.80, 7.07], [-4.28, -2.67, 2.96], [-2.04, 2.02, 1.98], [-1.29, -2.44, 5.84], [-6.52, 1.32, 1.00], [6.11, -2.54, -0.45], [-1.47, 1.31, 6.32], [1.77, 3.21, 1.68], [2.20, 6.58, -5.79], [5.44, -3.19, -2.63], [0.26, 1.45, 2.48], [-0.30, 2.47, 3.76], [4.65, -5.53, -2.49], [-3.78, -0.63, 3.61], [-5.22, -2.72, 3.49], [-1.22, 1.28, 7.99], [-1.96, 6.11, -3.08], [-1.75, -0.65, 2.29], [7.11, -3.82, -2.65], [-4.55, 0.43, 1.44], [5.20, -4.19, 2.45], [-2.29, -1.03, 5.43], [3.36, -5.01, 1.02], [-0.82, -0.64, -1.85], [-1.81, 3.63, 2.36], [0.23, -1.68, 0.42], [5.13, -4.00, -0.19], [3.57, -3.69, 4.81], [-1.46, 3.69, -2.58], [-3.92, 0.62, -0.23], [-2.42, 2.89, -1.30], [-2.09, 5.29, -0.77], [-0.12, -1.08, 7.46], [-4.50, -1.66, 0.12], [4.18, 6.29, -4.62], [1.74, 6.53, -4.16], [1.55, -0.26, -1.36], [-6.37, 1.30, -0.87], [0.34, 0.26, -5.31], [-1.50, -3.04, 1.11], [-3.12, 3.36, -2.88], [-5.49, 2.43, 0.13], [-1.71, -1.16, 7.85], [-1.27, -2.60, -3.18], [6.87, -4.09, -0.12], [0.15, 1.14, 6.87], [-1.66, -0.97, -5.77], [1.48, 4.55, -6.38], [-3.80, 4.81, -1.23], [0.07, 5.11, -5.65], [-2.76, -2.32, -4.04], [1.17, 1.11, -0.21], [4.63, -6.19, 1.30], [3.11, -6.33, 2.15], [-1.75, -0.19, -4.31], [-1.18, 2.86, 0.85], [6.17, -5.48, -3.54], [-3.70, 5.66, -3.40], [0.51, -0.38, 1.50], [3.55, 5.04, -3.61], [-6.03, -1.26, 0.89], [-3.62, -4.44, 1.90], [-1.31, -3.02, -4.95], [0.84, -0.75, -3.92], [1.02, 4.45, 2.41], [-0.60, 1.15, -1.88], [4.03, 4.83, -5.41], [3.60, -2.77, 3.47], [4.98, -5.38, 3.65], [-1.25, 0.54, -0.47]],
  "homo_ev": [-12.60, -12.60],
  "gap_ev": [8.7, 4.7],
  "s2": 0.763,
  "total_charge": 1,
  "spin_multiplicity": 2,
  "energy_ha": -2111.988302
}

***

{
  "formula": "C6H11N3O2S",
  "method": "the ωB97M-V functional and the def2-TZVPD basis",
  "elements": ["S", "O", "O", "N", "N", "N", "C", "C", "C", "C", "C", "C", "H", "H", "H", "H", "H", "H", "H", "H", "H", "H", "H"],
  "xyz": [[1.34, 0.63, 0.47], [2.59, -0.03, 0.25], [1.05, 1.15, 1.78], [-0.73, -1.67, 0.99], [-0.84, -0.79, -1.04], [1.15, 1.83, -0.65], [-0.27, -1.91, 2.32], [1.41, 1.41, -2.01], [-0.21, -0.81, 0.10], [-1.77, -2.28, 0.34], [-1.83, -1.72, -0.91], [-0.04, 2.63, -0.46], [-2.50, -1.91, -1.72], [-2.36, -3.04, 0.80], [-0.93, 2.14, -0.88], [2.23, 0.70, -1.97], [1.71, 2.28, -2.60], [-1.06, -2.40, 2.89], [0.10, 3.60, -0.95], [-0.17, 2.77, 0.61], [0.00, -0.96, 2.79], [0.62, -2.56, 2.32], [0.53, 0.93, -2.46]],
  "de_lowest_kcal_mol": 64.9,
  "smiles": "CN(C)S(=O)(=O)c1nccn1C",
  "homo_ev": -9.12,
  "gap_ev": 10.0,
  "total_charge": 0,
  "energy_ha": -948.103411
}